1.
Molecular formula: C3H4N3
Method: DFT, ωB97M-V/def2-TZVPD

```
10
Properties=species:S:1:pos:R:3:nbo_charge:R:1
H -3.956 -1.013 0.152 0.098
N 0.153 -0.431 -0.240 0.105
C 2.284 0.142 -0.187 0.571
N 3.346 0.135 0.356 -0.421
H -3.801 0.568 0.791 0.097
C -3.272 -0.183 0.209 -0.140
H 0.661 1.386 -0.755 0.305
H 4.273 0.033 0.113 0.450
C 1.004 0.483 -0.376 -0.356
N -0.692 -1.119 -0.063 0.290
```

Values from the calculation:
- gap between HOMO and LUMO (alpha / beta) (eV) = 8.01 / 8.02
- lowest unoccupied orbital energy (alpha / beta) (eV) = -5.3 / -5.3
- relative energy (zero: lowest compared OMol25 entry of this formula, charge and spin) (kcal per mole) = 121.8
- energy (eV) = -7631.025
- net charge = +1


2.
Molecular formula: C14H24N2O3
Method: DFT, ωB97M-V/def2-TZVPD

```
43
Properties=species:S:1:pos:R:3:nbo_charge:R:1
H -1.377 0.835 1.057 0.202
N 2.163 2.347 0.974 -0.396
H 3.894 2.124 2.083 0.234
C -1.117 2.564 -0.286 -0.398
H 0.809 2.748 -1.234 0.221
O 0.007 -3.255 -1.580 -0.870
H 0.571 1.151 1.323 0.233
H -3.690 0.353 -1.736 0.206
C 0.738 -4.247 -1.860 0.945
C -3.254 1.252 0.187 -0.389
H 0.071 1.196 -1.436 0.243
H -0.964 3.594 0.041 0.198
C 3.041 1.662 1.607 0.306
H 3.872 -0.036 -0.615 0.369
H 2.756 0.289 -1.755 0.385
H -4.408 -1.402 -0.281 0.199
H -3.756 0.768 1.025 0.206
H -2.921 -2.005 -1.007 0.246
C 0.249 1.975 -0.701 -0.436
H 2.060 -0.122 2.330 0.289
H -3.850 2.086 -0.174 0.200
C 1.264 -1.030 -0.288 -0.531
H 0.536 -0.821 -1.072 0.281
C -3.032 0.164 -0.887 -0.404
C 2.008 0.224 0.151 0.179
H 3.618 -0.413 1.555 0.252
H -1.707 2.634 -1.200 0.223
C -0.058 -2.319 1.604 -0.208
H 2.197 3.352 0.863 0.438
H -2.017 0.181 -1.284 0.185
H -2.114 2.367 1.607 0.207
O 1.539 -4.661 -0.748 -0.782
C 1.101 1.455 0.420 -0.067
H -2.913 -1.372 0.638 0.193
N 3.072 0.547 -0.827 -0.863
C -3.334 -1.233 -0.359 -0.609
H 1.956 -1.751 -0.723 0.286
C 0.562 -1.696 0.805 -0.029
H 1.217 -4.035 -0.087 0.460
C -1.904 1.735 0.743 -0.412
H -0.643 -2.953 2.231 0.244
C 2.720 0.201 1.524 -0.504
O 0.878 -4.878 -2.896 -0.735
```

Values from the calculation:
- gap between HOMO and LUMO (eV) = 4.79
- lowest unoccupied orbital energy (eV) = -1.9
- relative energy (zero: lowest compared OMol25 entry of this formula, charge and spin) (kcal per mole) = 135.6
- energy (eV) = -24026.022


3.
Molecular formula: B3H12Sn
Method: DFT, ωB97M-V/def2-TZVPD

```
16
Properties=species:S:1:pos:R:3:nbo_charge:R:1
B -2.259 1.484 -1.468 -0.729
H 1.113 -3.436 0.603 -0.060
H -2.663 1.813 -0.523 -0.021
B 2.074 -3.439 1.092 -0.786
H 2.467 -2.436 1.035 -0.057
B 0.117 2.130 0.420 -0.870
H 2.697 -4.132 0.547 0.014
H -1.788 0.515 -1.409 -0.093
H -1.518 2.189 -1.813 -0.017
H 0.945 1.578 0.837 -0.056
H 0.138 2.033 -0.655 0.031
H -3.091 1.473 -2.155 -0.036
H -0.814 1.715 0.774 0.035
H 0.134 3.177 0.679 0.062
Sn 0.488 -0.871 -0.068 1.578
H 1.961 -3.793 2.105 0.005
```

Values from the calculation:
- gap between HOMO and LUMO (eV) = 4.96
- lowest unoccupied orbital energy (eV) = -0.2
- relative energy (zero: lowest compared OMol25 entry of this formula, charge and spin) (kcal per mole) = 107.7
- energy (eV) = -8045.506
- net charge = -1


4.
Molecular formula: C2CsF6NO4S2
Method: DFT, ωB97M-V/def2-TZVPD

```
16
Properties=species:S:1:pos:R:3:nbo_charge:R:1
F 32.811 0.078 2.007 -0.304
N 30.691 -2.017 1.780 -0.924
C 29.037 -3.753 0.173 0.799
C 32.297 -0.342 3.166 0.816
F 28.412 -4.234 1.246 -0.297
Cs 26.548 -5.848 -2.017 0.997
F 28.620 -2.513 -0.096 -0.297
F 28.951 -4.687 -0.801 -0.335
O 31.659 -3.211 -0.585 -0.799
S 30.905 -3.413 0.691 2.032
O 30.874 -2.484 4.082 -0.647
O 31.143 -4.709 1.294 -0.856
F 31.294 0.507 3.472 -0.296
S 31.622 -2.184 2.861 2.113
O 32.776 -3.046 2.619 -0.742
F 33.217 -0.421 4.035 -0.261
```

Values from the calculation:
- gap between HOMO and LUMO (alpha / beta) (eV) = 10.24 / 6.44
- lowest unoccupied orbital energy (alpha / beta) (eV) = -4.0 / -7.7
- relative energy (zero: lowest compared OMol25 entry of this formula, charge and spin) (kcal per mole) = 8.3
- energy (eV) = -50265.286
- 2S+1 = 2
- net charge = +1


> energy of number 3 (B3H12Sn)?

-8045.506 eV


Repeat the second record exactly.
Molecular formula: C14H24N2O3
Method: DFT, ωB97M-V/def2-TZVPD

```
43
Properties=species:S:1:pos:R:3:nbo_charge:R:1
H -1.377 0.835 1.057 0.202
N 2.163 2.347 0.974 -0.396
H 3.894 2.124 2.083 0.234
C -1.117 2.564 -0.286 -0.398
H 0.809 2.748 -1.234 0.221
O 0.007 -3.255 -1.580 -0.870
H 0.571 1.151 1.323 0.233
H -3.690 0.353 -1.736 0.206
C 0.738 -4.247 -1.860 0.945
C -3.254 1.252 0.187 -0.389
H 0.071 1.196 -1.436 0.243
H -0.964 3.594 0.041 0.198
C 3.041 1.662 1.607 0.306
H 3.872 -0.036 -0.615 0.369
H 2.756 0.289 -1.755 0.385
H -4.408 -1.402 -0.281 0.199
H -3.756 0.768 1.025 0.206
H -2.921 -2.005 -1.007 0.246
C 0.249 1.975 -0.701 -0.436
H 2.060 -0.122 2.330 0.289
H -3.850 2.086 -0.174 0.200
C 1.264 -1.030 -0.288 -0.531
H 0.536 -0.821 -1.072 0.281
C -3.032 0.164 -0.887 -0.404
C 2.008 0.224 0.151 0.179
H 3.618 -0.413 1.555 0.252
H -1.707 2.634 -1.200 0.223
C -0.058 -2.319 1.604 -0.208
H 2.197 3.352 0.863 0.438
H -2.017 0.181 -1.284 0.185
H -2.114 2.367 1.607 0.207
O 1.539 -4.661 -0.748 -0.782
C 1.101 1.455 0.420 -0.067
H -2.913 -1.372 0.638 0.193
N 3.072 0.547 -0.827 -0.863
C -3.334 -1.233 -0.359 -0.609
H 1.956 -1.751 -0.723 0.286
C 0.562 -1.696 0.805 -0.029
H 1.217 -4.035 -0.087 0.460
C -1.904 1.735 0.743 -0.412
H -0.643 -2.953 2.231 0.244
C 2.720 0.201 1.524 -0.504
O 0.878 -4.878 -2.896 -0.735
```

Values from the calculation:
- gap between HOMO and LUMO (eV) = 4.79
- lowest unoccupied orbital energy (eV) = -1.9
- relative energy (zero: lowest compared OMol25 entry of this formula, charge and spin) (kcal per mole) = 135.6
- energy (eV) = -24026.022


> Look up the relative energy (zero: lowest compared OMol25 entry of this formula, charge and spin) of the fourth one.

8.3 kcal per mole